1.
DFT (wB97M-V/def2-TZVPD) results for a structure of composition C27H37AuNPSi2Te.

Computed properties:
**Spin multiplicity**: 1
**Charge**: +2
**Relative energy (zero: lowest compared OMol25 entry of this formula, charge and spin)**: 0.0 kcal/mol
**Highest occupied orbital energy**: -14.328 eV

```
70
Properties=species:S:1:pos:R:3:forces:R:3
Au 0.020 0.862 -0.869 0.19 0.00 -0.24
Te 1.325 0.488 1.437 -0.03 -0.06 0.09
P -0.540 -0.514 -2.701 0.08 -0.44 0.30
Si -1.247 -1.628 2.644 -0.05 -0.01 -0.01
Si 1.906 2.756 3.830 -0.03 0.02 0.02
N 4.128 2.291 -1.756 -0.11 -0.03 0.04
C 0.989 -2.672 -1.878 0.02 0.04 -0.02
C 3.160 3.589 2.727 -0.01 -0.01 0.02
C -4.566 -2.422 -1.924 -0.09 -0.12 0.00
C 3.107 1.862 -1.419 -0.01 0.07 -0.07
C 0.581 -1.117 2.631 0.05 0.05 0.00
C -2.349 -0.131 2.816 0.03 0.03 0.00
C -0.749 1.205 -5.132 0.00 0.12 -0.04
C -2.107 -1.248 -2.320 -0.04 -0.03 -0.08
C -0.439 1.681 -2.756 -0.06 -0.19 -0.15
C 2.660 1.322 4.762 0.00 0.01 -0.01
C 0.548 2.033 2.695 -0.10 -0.06 0.06
C 1.784 -1.394 -3.795 -0.03 -0.03 0.05
C -2.270 -2.611 -2.569 -0.06 0.21 0.11
C -1.590 -2.496 1.025 -0.04 -0.01 0.00
C -0.811 2.575 -5.327 0.01 -0.05 -0.02
C 2.096 -3.492 -1.981 -0.01 -0.02 0.02
C 1.052 3.950 4.975 0.03 -0.01 -0.02
C -0.521 3.056 -2.947 0.01 -0.03 0.04
C 2.886 -2.226 -3.884 -0.02 -0.02 0.01
C -0.547 0.792 -3.822 -0.09 0.66 0.28
C -3.176 -0.467 -1.868 0.26 0.11 -0.06
C 3.038 -3.271 -2.982 0.02 0.00 -0.02
C -1.438 -2.808 4.071 0.00 0.04 0.00
C -3.510 -3.198 -2.374 0.09 0.01 -0.02
C -0.703 3.474 -4.258 0.00 -0.03 -0.02
C -4.399 -1.066 -1.670 -0.21 0.08 0.08
C 0.828 -1.629 -2.800 -0.04 0.07 -0.02
H 3.420 1.687 5.456 0.00 0.00 -0.01
H -3.395 -0.442 2.809 -0.01 -0.01 -0.01
H -3.646 -4.251 -2.573 0.00 -0.01 0.00
H 0.896 -0.790 3.627 0.00 -0.03 -0.02
H -2.464 -3.181 4.123 0.00 0.00 0.00
H -1.213 -2.331 5.026 -0.01 0.00 -0.01
H -1.424 -3.176 -2.908 0.13 -0.39 -0.18
H 2.228 -4.310 -1.286 0.00 0.01 -0.01
H 1.663 -0.574 -4.489 0.00 0.03 -0.03
H -0.957 -3.380 0.910 -0.01 0.00 0.00
H -0.449 3.772 -2.140 0.01 -0.02 -0.01
H 3.900 -3.921 -3.057 0.00 0.00 0.00
H 3.623 -2.063 -4.658 0.00 0.00 0.00
H -0.242 1.541 3.269 0.06 0.07 -0.08
H -5.536 -2.876 -1.769 0.00 -0.01 0.00
H 0.253 -2.841 -1.103 -0.02 0.00 0.03
H -0.771 4.535 -4.460 0.00 0.00 0.00
H 3.154 0.602 4.104 0.01 0.00 0.00
H 1.913 0.791 5.357 0.00 0.01 0.01
H 0.289 3.450 5.574 0.00 0.00 0.00
H -5.234 -0.476 -1.318 0.00 0.00 -0.01
H 3.584 2.898 1.993 0.00 0.00 0.01
H -1.420 -1.827 0.178 0.00 0.01 0.00
H -3.048 0.591 -1.676 0.01 0.00 0.00
H 5.006 2.685 -2.035 0.02 -0.01 0.01
H -0.852 0.509 -5.953 -0.01 0.00 0.00
H -2.181 0.395 3.759 -0.02 -0.02 -0.02
H -2.213 0.584 1.998 0.00 -0.02 0.02
H -0.959 2.967 -6.324 0.00 -0.01 0.01
H -0.779 -3.672 3.964 0.00 0.00 0.00
H 3.990 3.978 3.320 -0.01 0.00 -0.01
H 0.075 2.788 2.067 0.05 0.02 -0.01
H 1.212 -1.971 2.376 -0.01 0.00 -0.01
H 1.771 4.396 5.666 0.00 0.00 -0.01
H -2.631 -2.827 0.973 0.03 0.02 0.00
H 2.719 4.432 2.191 0.00 -0.01 0.00
H 0.573 4.764 4.428 0.01 -0.01 0.00
```
Forces are in eV/Å.

---

2.
DFT (wB97M-V/def2-TZVPD) results for a cluster of 3 separate species, C27H37BClN6O9 in total.

Computed properties:
**Spin multiplicity**: 1
**Charge**: +1
**Highest occupied orbital energy**: -11.845 eV

```
81
Properties=species:S:1:pos:R:3:forces:R:3
Cl -3.093 -3.462 2.909 -0.03 -0.03 0.07
O -3.059 -5.576 -5.383 0.64 0.41 0.55
O 3.071 -2.885 -0.151 -0.43 -0.07 0.18
O 2.403 -1.141 2.625 -0.35 -0.09 -0.14
O -1.160 5.286 1.327 0.00 0.00 0.01
O -0.052 6.893 2.230 0.01 0.00 0.02
O -4.201 -3.473 -5.436 0.27 -0.33 0.75
O -0.969 0.116 3.012 0.16 0.24 0.33
O -0.663 2.060 2.164 0.00 -0.02 -0.02
O 1.537 -4.630 0.219 -0.28 0.36 -0.21
N -1.035 -1.901 -2.017 -0.33 -0.09 -0.39
N -0.409 -2.577 -0.997 0.61 -0.06 0.04
N -0.270 6.115 1.325 0.00 -0.08 0.05
N -1.611 -2.453 -4.245 0.08 -0.25 -0.35
N -0.478 -3.902 -2.751 0.18 -0.34 -0.08
N -0.907 1.336 3.107 0.10 0.02 -0.24
C -1.663 -3.390 1.865 0.22 0.03 -0.30
C -0.656 0.512 -2.671 -0.05 -0.20 -0.11
C 0.617 6.162 0.149 0.01 0.00 -0.08
C -1.072 3.331 4.513 0.03 0.15 -0.08
C -0.075 -3.770 -1.489 -0.19 0.40 -0.03
C -0.289 -1.958 0.316 -0.50 0.20 0.73
C -1.476 3.109 6.871 0.00 -0.01 -0.03
C 0.380 5.292 -0.899 -0.04 -0.09 -0.07
C -1.341 1.132 5.511 -0.01 -0.10 0.07
C -1.610 -2.077 1.101 0.02 -0.31 -0.60
C -1.115 1.950 4.417 -0.05 0.04 0.12
C 1.220 5.337 -1.999 0.06 0.09 -0.03
C 0.869 0.275 -2.610 0.05 0.18 0.08
C 2.125 2.142 -1.192 0.35 -0.29 0.10
C -1.521 1.725 6.748 0.01 0.08 0.01
C 1.659 7.071 0.135 0.11 0.11 0.03
C 3.300 -1.117 1.520 -0.12 -0.04 0.02
C -1.256 3.909 5.757 -0.01 -0.07 0.08
C 0.603 -4.916 -0.791 0.35 -0.33 0.08
C 2.491 7.107 -0.973 -0.02 -0.05 -0.02
C 1.570 1.293 -1.829 -0.09 0.02 0.04
C 3.634 -2.543 1.127 0.43 0.02 0.14
C -1.067 -2.750 -3.068 -0.04 0.41 0.36
C 2.272 6.243 -2.037 -0.02 -0.01 0.00
C -1.548 -0.542 -1.979 -0.09 0.37 -0.08
C -1.621 -3.433 -5.351 -0.14 -0.28 -0.20
C 2.821 -4.248 -0.260 0.50 -0.18 -0.02
B -3.020 -4.210 -5.382 -0.34 -0.08 -0.30
H 1.838 -0.361 2.612 0.10 0.02 0.01
H -3.661 -5.920 -4.713 -0.45 -0.21 -0.56
H -2.506 -0.581 -2.503 -0.07 0.02 0.10
H 4.208 -0.579 1.800 0.01 0.01 -0.04
H -0.441 4.593 -0.851 -0.02 0.03 0.08
H -2.422 -2.071 0.367 -0.16 0.10 0.19
H -1.695 1.108 7.619 0.00 -0.01 0.00
H -0.161 -5.569 -0.365 -0.06 0.10 0.08
H -2.033 -1.557 -4.417 0.09 0.07 0.17
H 2.759 2.778 -0.619 -0.21 0.20 -0.01
H 1.131 -0.699 -2.189 -0.10 -0.07 -0.07
H -0.904 3.942 3.637 -0.03 -0.06 -0.03
H 4.720 -2.661 1.073 -0.02 -0.08 -0.16
H -1.226 4.986 5.855 0.00 0.00 -0.01
H -1.374 0.058 5.401 0.01 0.01 -0.07
H 2.924 6.276 -2.900 0.00 0.00 0.00
H 1.273 0.286 -3.623 0.03 -0.07 0.01
H -0.886 1.484 -2.236 -0.08 -0.03 0.03
H -1.733 -1.222 1.757 0.06 -0.17 -0.02
H -1.725 -4.231 1.173 -0.04 -0.04 0.06
H 0.518 -2.426 0.864 0.28 -0.20 -0.16
H 3.270 -3.227 1.897 -0.12 0.12 0.02
H -1.461 -2.891 -6.284 0.03 0.06 0.03
H -0.763 -3.527 2.461 -0.13 0.06 0.21
H -0.962 0.576 -3.716 0.07 -0.02 -0.03
H -1.800 -0.261 -0.959 0.23 -0.16 0.09
H -0.792 -4.122 -5.220 0.07 0.08 0.07
H 3.312 7.811 -1.004 0.00 0.01 0.01
H -1.614 3.566 7.842 -0.01 0.00 0.00
H -4.401 -3.027 -4.607 -0.16 0.29 -0.26
H 3.552 -4.805 0.331 -0.10 -0.06 0.05
H 1.055 4.665 -2.831 -0.01 -0.01 0.02
H 2.932 -4.540 -1.307 -0.12 0.13 -0.06
H 1.817 7.735 0.971 -0.07 -0.03 0.03
H 1.082 -5.488 -1.591 -0.13 -0.01 -0.06
H 2.857 -0.628 0.650 0.00 0.14 -0.05
H -0.018 -0.912 0.188 0.09 0.03 -0.14
```
Forces are in eV/Å.

---

3.
DFT (wB97M-V/def2-TZVPD) results for a cluster of 3 separate species, C27H37BrF9NO10S in total at a distorted geometry.

Computed properties:
**Spin multiplicity**: 1
**Highest occupied orbital energy**: -9.100 eV

```
86
Properties=species:S:1:pos:R:3:forces:R:3
Br 0.916 -1.423 6.812 0.07 0.13 -0.01
S -3.154 -0.892 6.053 -0.20 -0.02 0.73
F -8.285 0.331 3.941 0.01 -0.09 0.01
F -5.618 -2.964 3.692 -0.03 0.08 0.04
F -5.733 -2.321 5.758 0.05 0.05 0.02
F -7.803 -0.699 5.778 0.01 0.02 -0.07
F -8.280 -1.837 3.989 0.07 0.04 0.11
F -3.501 -0.943 3.429 -0.03 -0.11 -0.06
F -5.654 0.447 4.393 -0.02 -0.05 0.09
F -3.227 -2.902 4.354 -0.06 0.02 0.02
F -6.188 -0.768 2.665 0.02 0.08 0.11
O 5.134 2.378 -5.931 -0.03 -0.16 -0.20
O -0.272 0.287 -2.522 -0.21 -0.10 0.29
O -2.372 4.735 6.259 0.35 -0.31 -0.27
O -4.260 -0.190 6.638 0.10 -0.04 -0.17
O 2.652 -0.043 -5.732 -0.10 0.22 -0.06
O -2.497 -1.919 6.800 0.13 0.00 -0.37
O 0.564 -1.117 0.056 -0.05 0.01 0.15
O 3.020 1.853 -8.082 -0.02 0.03 -0.09
O 1.094 -2.746 -2.461 0.10 0.16 0.13
O 1.113 3.859 3.425 -0.06 0.02 0.18
N -0.697 4.695 4.636 0.72 -0.74 0.68
C 0.918 -1.671 4.867 -0.04 -0.39 0.03
C 2.687 -0.384 -7.104 0.05 -0.13 0.11
C -2.034 0.339 5.430 0.14 -0.08 -0.16
C -1.508 0.936 -2.723 0.06 0.02 -0.11
C -0.917 0.039 4.630 -0.17 -0.26 0.12
C -1.572 2.644 5.301 0.13 0.18 -0.15
C -1.657 4.117 5.514 -0.22 0.46 0.05
C 0.474 -3.196 -1.271 -0.04 -0.07 -0.16
C 3.569 0.562 -7.886 0.10 -0.07 -0.06
C -6.195 -0.719 4.014 -0.06 -0.14 -0.15
C 6.510 2.527 -6.193 -0.01 0.03 0.09
C -5.360 -1.937 4.531 0.03 -0.18 -0.37
C 4.323 3.330 -6.597 0.06 0.05 0.15
C -0.464 -1.363 4.297 -0.02 0.36 0.14
C 0.125 3.679 4.082 -0.15 0.10 -0.27
C 1.361 -3.101 4.532 0.39 0.27 -0.18
C 1.306 -0.227 -0.763 0.20 0.02 0.01
C -3.816 -1.709 4.492 -0.11 0.12 0.12
C -0.269 -2.074 -0.580 -0.12 -0.04 0.03
C -2.375 1.638 5.786 -0.03 0.12 -0.02
C -0.500 2.378 4.464 -0.34 0.03 0.13
C 2.983 2.747 -6.984 -0.12 0.06 0.07
C 0.488 0.835 -1.457 0.01 0.04 -0.16
C -0.165 1.090 4.119 0.16 0.14 -0.08
C 2.323 -3.378 -2.743 -0.07 -0.03 -0.08
C -7.682 -0.740 4.457 -0.06 0.12 -0.01
C 1.408 -0.293 -5.107 0.21 -0.11 -0.12
H 2.490 2.301 -6.117 0.13 -0.07 0.03
H 4.569 0.610 -7.449 -0.07 0.02 0.13
H 1.982 0.289 -0.077 -0.01 -0.01 0.02
H -0.248 -3.986 -1.519 0.02 -0.06 0.10
H -2.081 0.334 -3.426 0.03 0.01 -0.04
H 3.668 0.148 -8.893 0.01 0.01 0.00
H 1.923 -0.771 -1.480 -0.11 0.01 -0.09
H 3.091 -1.401 -7.213 -0.07 -0.02 -0.09
H -3.229 1.852 6.412 -0.03 -0.06 -0.03
H -0.380 -1.426 3.206 -0.07 -0.17 0.02
H 4.147 4.181 -5.924 0.00 0.07 -0.09
H -1.373 1.939 -3.142 -0.02 0.02 0.04
H 1.217 -3.614 -0.581 0.03 0.02 0.00
H 0.745 -3.521 3.735 -0.07 -0.05 0.10
H 7.016 1.654 -5.784 0.00 0.02 0.04
H 1.419 0.194 -4.140 0.03 -0.02 0.06
H -1.166 -2.109 4.656 0.11 -0.07 -0.08
H 0.581 0.121 -5.696 -0.01 -0.02 0.00
H 1.648 -0.949 4.511 -0.04 0.04 0.00
H -0.152 5.462 5.013 -0.43 0.43 -0.31
H -2.074 1.013 -1.788 0.01 0.02 0.01
H 1.677 -0.369 -7.531 -0.01 0.03 0.01
H 4.826 3.700 -7.497 0.00 -0.02 -0.02
H 6.708 2.573 -7.270 0.00 0.02 0.00
H -0.171 1.325 -0.732 0.00 -0.02 0.03
H 1.243 -1.365 -4.956 -0.09 0.01 0.00
H 2.363 3.579 -7.326 -0.01 0.00 0.00
H -0.976 -1.600 -1.263 0.11 0.01 -0.09
H 2.804 -2.815 -3.542 -0.03 -0.01 -0.03
H 0.678 0.893 3.468 0.00 0.02 -0.02
H 6.917 3.427 -5.718 0.02 0.02 -0.04
H 2.983 -3.374 -1.868 0.00 -0.02 0.01
H 2.389 -3.091 4.166 -0.02 -0.03 0.06
H 2.177 -4.412 -3.077 0.03 -0.02 0.05
H -0.847 -2.524 0.232 0.00 0.00 0.00
H 1.181 1.588 -1.858 -0.03 0.07 0.08
H 1.343 -3.743 5.408 -0.22 -0.09 -0.06
```
Forces are in eV/Å.